No. 1
240
Properties=species:S:1:pos:R:3:lowdin_charge:R:1 method="wB97M-V/def2-TZVPD" lumo_ev=-16.15 charge=+8 total_energy_ev=-89025.0150 homo_lumo_gap_ev=7.471 fmax_ha_per_bohr=0.30930
C 0.171 5.260 1.474 -0.0071
C -1.304 5.095 1.980 -0.2491
C -2.326 4.595 0.899 -0.1166
C -2.474 5.664 -0.298 -0.0588
N -3.755 5.618 -1.222 -0.1805
C -4.972 6.127 -0.360 -0.0903
C -5.122 7.608 -0.521 -0.1158
C -4.615 7.886 -1.944 -0.0937
C -3.639 6.730 -2.297 -0.0777
C -3.888 4.270 -1.933 0.0214
H 0.975 5.082 2.189 0.1193
H 0.289 5.970 0.655 0.1368
H 0.339 4.343 0.909 0.0275
H -1.744 6.000 2.399 0.1649
H -1.356 4.419 2.833 0.0002
H -3.324 4.525 1.331 0.1263
H -1.955 3.685 0.428 0.0782
H -1.586 5.517 -0.913 0.0305
H -2.367 6.693 0.046 0.1540
H -5.783 5.687 -0.940 0.1376
H -5.071 5.800 0.675 0.1305
H -6.135 7.918 -0.266 0.1572
H -4.366 8.040 0.135 0.1256
H -5.326 7.726 -2.755 0.1288
H -4.263 8.893 -2.168 0.1448
H -3.954 6.364 -3.274 0.1303
H -2.590 6.942 -2.503 0.1313
H -4.830 4.164 -2.472 0.1262
H -3.941 3.473 -1.192 0.0701
H -3.011 4.093 -2.556 0.0808
C 1.007 0.218 8.619 -0.0716
C 1.695 -0.809 7.704 -0.2437
C 2.509 -0.126 6.616 -0.1857
C 1.691 0.642 5.557 -0.0904
N 2.588 1.381 4.451 -0.1492
C 3.176 2.786 4.919 -0.0266
C 2.282 3.838 4.352 -0.0842
C 1.085 3.058 3.772 -0.1811
C 1.628 1.753 3.273 -0.2680
C 3.699 0.396 3.933 0.0443
H 0.413 0.954 8.077 0.0568
H 1.786 0.875 9.005 0.0924
H 0.497 -0.350 9.397 0.1006
H 1.047 -1.576 7.281 0.1048
H 2.269 -1.418 8.403 0.1292
H 3.081 -0.934 6.161 0.1046
H 3.128 0.661 7.047 0.1272
H 1.014 1.334 6.060 0.1141
H 0.833 0.097 5.163 0.1243
H 4.245 2.804 4.705 0.1452
H 3.092 2.718 6.004 0.1383
H 2.750 4.522 3.644 0.1296
H 2.028 4.499 5.181 0.1480
H 0.595 3.758 3.095 0.0863
H 0.383 2.825 4.573 0.1630
H 2.239 1.908 2.383 0.1564
H 0.896 0.947 3.215 0.0928
H 3.941 0.649 2.901 0.0874
H 3.232 -0.585 4.017 0.0746
H 4.604 0.453 4.537 0.1185
C 1.415 -3.102 -3.653 -0.0135
C 2.230 -3.971 -2.707 -0.2906
C 3.409 -3.311 -2.144 -0.1205
C 4.365 -4.243 -1.308 -0.0243
N 5.551 -3.585 -0.547 -0.2375
C 6.490 -2.755 -1.397 -0.0546
C 7.268 -3.920 -2.159 -0.0766
C 7.385 -5.026 -1.030 -0.1152
C 6.447 -4.675 0.074 -0.1061
C 4.991 -2.756 0.618 0.0267
H 2.054 -2.988 -4.529 0.1236
H 1.180 -2.078 -3.362 0.0619
H 0.568 -3.504 -4.209 0.1181
H 2.510 -4.834 -3.312 0.1776
H 1.699 -4.359 -1.838 0.0624
H 3.060 -2.477 -1.536 0.0769
H 3.968 -2.997 -3.026 0.1457
H 4.891 -5.010 -1.877 0.1499
H 3.831 -4.812 -0.547 0.0872
H 7.204 -2.313 -0.703 0.1461
H 5.967 -2.050 -2.043 0.1315
H 8.247 -3.577 -2.494 0.1320
H 6.849 -4.154 -3.138 0.1191
H 8.345 -5.288 -0.584 0.1441
H 7.141 -5.955 -1.545 0.1288
H 6.920 -4.520 1.044 0.1542
H 5.858 -5.525 0.417 0.1325
H 5.743 -2.026 0.919 0.1196
H 4.690 -3.433 1.417 0.0914
H 4.243 -2.110 0.160 0.0742
C -0.937 3.269 2.254 -0.3058
C -0.014 2.042 2.344 -0.2648
C -0.202 1.102 1.114 -0.1050
C 0.715 -0.175 1.132 -0.0386
N 0.593 -1.073 -0.127 -0.1263
C -0.824 -1.563 -0.440 -0.1038
C -0.572 -2.747 -1.386 -0.1475
C 0.746 -3.425 -0.981 -0.1466
C 1.428 -2.410 0.061 -0.0161
C 1.140 -0.332 -1.424 0.0570
H -1.444 3.680 3.127 0.0452
H -1.789 2.803 1.758 0.0220
H -0.547 4.068 1.625 -0.0473
H -0.256 1.445 3.223 0.1266
H 0.988 2.465 2.420 0.0295
H 0.026 1.675 0.216 0.0696
H -1.250 0.837 0.976 0.0857
H 0.601 -0.730 2.063 0.1404
H 1.754 0.145 1.208 0.1185
H -1.309 -0.743 -0.970 0.1177
H -1.294 -1.983 0.449 0.0930
H -0.615 -2.316 -2.386 0.0294
H -1.386 -3.472 -1.354 0.1318
H 1.323 -3.580 -1.893 -0.0674
H 0.769 -4.304 -0.338 -0.1218
H 2.483 -2.205 -0.125 0.0822
H 1.272 -2.637 1.115 0.0695
H 0.475 0.474 -1.737 0.0247
H 1.425 -0.933 -2.288 0.0947
H 2.087 0.142 -1.162 0.0988
C -2.820 -2.913 0.393 -0.1182
C -3.450 -2.191 1.627 -0.1513
C -3.806 -0.704 1.347 -0.1598
C -4.406 0.072 2.539 -0.0373
N -4.561 1.579 2.193 -0.2321
C -5.253 2.365 3.292 -0.0637
C -4.190 2.857 4.283 -0.0991
C -2.886 2.843 3.590 -0.1165
C -3.067 2.149 2.191 -0.1084
C -5.359 1.746 0.941 0.0334
H -2.158 -2.146 -0.009 -0.0410
H -3.614 -3.047 -0.342 0.0783
H -2.314 -3.867 0.541 0.1261
H -2.729 -2.314 2.436 0.1091
H -4.352 -2.680 1.996 0.1367
H -4.515 -0.763 0.521 0.1173
H -2.910 -0.230 0.945 0.0775
H -3.712 0.017 3.377 0.1495
H -5.450 -0.092 2.807 0.1516
H -5.758 3.277 2.973 0.1442
H -6.019 1.728 3.734 0.1534
H -4.488 3.842 4.643 0.1463
H -4.208 2.302 5.220 0.1418
H -2.564 3.873 3.435 0.1127
H -2.077 2.371 4.147 0.1456
H -3.031 2.662 1.230 0.0947
H -2.421 1.272 2.224 0.0958
H -6.242 1.118 1.059 0.1398
H -4.733 1.442 0.102 0.0811
H -5.510 2.822 0.857 0.1033
C -0.262 3.552 -6.804 -0.0524
C 1.175 3.549 -6.129 -0.1854
C 1.174 3.101 -4.667 -0.1884
C 0.436 3.994 -3.675 -0.0805
N 0.704 3.715 -2.194 -0.1863
C 1.927 4.502 -1.728 -0.0629
C 2.394 3.864 -0.452 -0.1169
C 1.834 2.462 -0.479 -0.1435
C 1.113 2.335 -1.857 -0.1319
C -0.516 4.200 -1.272 0.0380
H -0.837 2.644 -6.624 0.0238
H -0.096 3.688 -7.873 0.1006
H -0.791 4.398 -6.365 0.0746
H 1.479 4.591 -6.032 0.1203
H 1.826 3.044 -6.843 0.1291
H 2.235 3.147 -4.420 0.1208
H 0.781 2.092 -4.543 0.1004
H -0.648 3.908 -3.752 0.1224
H 0.661 5.060 -3.676 0.1503
H 1.771 5.580 -1.750 0.1644
H 2.743 4.302 -2.422 0.1534
H 2.137 4.453 0.428 0.1030
H 3.482 3.845 -0.516 0.1468
H 1.168 2.257 0.359 0.0522
H 2.662 1.757 -0.399 0.1220
H 0.347 1.562 -1.928 0.0625
H 1.876 1.965 -2.540 0.1433
H -0.757 5.165 -1.720 0.1021
H -0.241 4.257 -0.219 0.0553
H -1.407 3.618 -1.506 0.0932
C 2.781 -10.645 1.538 -0.0709
C 3.175 -9.237 1.100 -0.2169
C 2.023 -8.177 1.419 -0.1213
C 2.566 -6.703 1.475 -0.0717
N 1.566 -5.513 1.496 -0.1871
C 2.395 -4.215 1.754 -0.0772
C 2.538 -4.198 3.333 -0.0891
C 1.400 -5.107 3.887 -0.1125
C 0.601 -5.618 2.683 -0.0617
C 0.834 -5.426 0.161 0.0510
H 2.006 -10.546 2.299 0.0754
H 3.630 -11.115 2.034 0.0928
H 2.460 -11.391 0.811 0.0967
H 3.312 -9.279 0.019 0.1046
H 4.192 -8.886 1.268 0.1061
H 1.592 -8.318 2.410 0.1097
H 1.264 -8.218 0.637 0.1091
H 3.138 -6.273 0.654 0.1065
H 3.078 -6.664 2.437 0.1419
H 1.741 -3.374 1.525 0.0290
H 3.250 -4.196 1.078 0.0710
H 2.428 -3.201 3.759 0.0952
H 3.467 -4.573 3.762 0.1242
H 0.678 -4.554 4.488 0.1262
H 1.738 -5.974 4.454 0.1368
H -0.246 -4.968 2.464 0.1281
H 0.312 -6.636 2.947 0.1454
H 1.540 -5.247 -0.650 0.1286
H 0.155 -4.574 0.139 0.1085
H 0.325 -6.378 0.005 0.1678
C -4.252 0.143 -8.192 -0.0638
C -3.371 1.202 -7.426 -0.2106
C -2.500 0.626 -6.233 -0.1692
C -3.490 0.254 -5.107 -0.0992
N -2.865 -0.583 -3.967 -0.1997
C -2.170 -1.903 -4.371 0.0094
C -2.038 -2.759 -3.032 -0.1559
C -3.286 -2.496 -2.246 -0.1435
C -3.893 -1.260 -2.978 -0.0408
C -2.052 0.457 -3.160 0.0289
H -5.271 0.069 -7.813 0.0751
H -3.858 -0.868 -8.083 0.0746
H -4.329 0.413 -9.245 0.0951
H -3.903 2.136 -7.242 0.1139
H -2.708 1.687 -8.143 0.1061
H -1.885 1.481 -5.952 0.0486
H -1.817 -0.151 -6.575 0.1231
H -4.281 -0.318 -5.591 0.1313
H -4.042 1.085 -4.668 0.1393
H -1.232 -1.649 -4.865 0.1289
H -2.955 -2.303 -5.013 0.1539
H -1.233 -2.279 -2.477 -0.0831
H -1.880 -3.835 -3.105 0.1697
H -3.218 -2.159 -1.212 0.0351
H -4.003 -3.317 -2.271 0.1594
H -4.448 -0.567 -2.345 0.1266
H -4.653 -1.598 -3.682 0.1408
H -1.546 -0.026 -2.324 0.0493
H -2.655 1.264 -2.745 0.0980
H -1.284 0.833 -3.837 0.0909

No. 2
36
Properties=species:S:1:pos:R:3:lowdin_charge:R:1 method="wB97M-V/def2-TZVPD" lumo_ev=2.48 charge=-1 total_energy_ev=-254335.1162 homo_lumo_gap_ev=7.670 fmax_ha_per_bohr=0.03085
F 0.596 0.580 -1.474 -0.6522
O -2.229 -1.244 -0.973 -0.2645
S -1.514 -2.422 -0.606 0.5890
O -1.027 -2.607 0.720 -0.2749
O -2.452 -3.681 -0.989 -0.2781
C -3.280 -3.622 -2.150 -0.2923
C -4.184 -4.818 -2.111 -0.0781
C -0.195 -2.689 -1.809 -0.1053
H -2.627 -3.623 -3.029 0.1074
H -3.809 -2.670 -2.195 0.1180
H -4.800 -4.882 -3.009 0.0765
H -4.793 -4.861 -1.209 0.0801
H -3.630 -5.760 -2.105 0.0766
H -0.763 -3.031 -2.670 0.0410
H 0.435 -3.535 -1.531 0.0624
H 0.436 -1.802 -1.843 0.0374
O -0.929 3.352 0.207 -0.2515
S 0.245 3.876 0.807 0.5829
O 0.287 5.299 1.040 -0.3190
O 0.442 3.100 2.206 -0.2677
C 1.530 3.466 3.078 -0.2773
C 1.016 3.446 4.507 -0.0688
C 1.744 3.360 -0.072 -0.1334
H 1.936 4.433 2.778 0.1097
H 2.305 2.715 2.909 0.1116
H 1.834 3.586 5.218 0.0731
H 0.430 2.543 4.664 0.0816
H 0.412 4.325 4.745 0.0761
H 2.626 3.749 0.436 0.0586
H 1.699 3.638 -1.120 0.0733
H 1.779 2.268 -0.033 0.0168
C 3.188 -0.487 -0.884 -1.5912
Br 4.289 0.948 -1.642 0.5196
Br 2.966 -0.482 1.058 0.5476
Br 3.807 -2.199 -1.535 0.5124
H 2.231 -0.269 -1.383 -0.0973

No. 3
103
Properties=species:S:1:pos:R:3:lowdin_charge:R:1 method="wB97M-V/def2-TZVPD" lumo_ev=3.83 charge=-2 total_energy_ev=-112266.4828 homo_lumo_gap_ev=3.407 fmax_ha_per_bohr=0.04226
Cu -0.039 0.295 -1.658 0.1939
C 2.156 -3.245 2.662 -0.0627
O 3.160 -2.282 2.894 -0.1326
C 2.883 -1.343 3.882 -0.2209
C 3.757 -1.338 4.967 -0.0163
C 3.594 -0.446 6.024 -0.1136
C 2.536 0.442 5.988 -0.1145
C 1.672 0.455 4.909 -0.0127
C 1.833 -0.418 3.810 -0.1573
N 0.874 -0.351 2.812 0.1504
C 0.929 -0.379 1.405 -0.3346
N 2.148 -0.539 0.861 0.1781
C 2.668 -0.313 -0.421 -0.2041
C 1.929 0.050 -1.567 -0.1397
C 2.702 0.268 -2.718 -0.1398
C 4.079 0.129 -2.772 -0.1300
C 4.774 -0.226 -1.629 -0.0695
C 4.065 -0.440 -0.463 -0.2424
O 4.770 -0.763 0.719 -0.1483
C 5.242 0.378 1.389 -0.1028
N -0.140 -0.172 0.737 0.1677
C -1.414 -0.133 1.232 -0.2159
C -2.262 0.907 0.836 -0.0100
C -3.596 0.922 1.186 -0.0945
C -4.131 -0.104 1.944 -0.1092
C -3.312 -1.142 2.365 -0.0513
C -1.973 -1.166 2.025 -0.2068
O -1.103 -2.184 2.412 -0.1424
C -1.634 -3.303 3.055 -0.1101
H 2.491 -3.825 1.801 0.1003
H 1.191 -2.790 2.431 0.0658
H 2.053 -3.908 3.535 0.0934
H 4.559 -2.062 4.971 0.1129
H 4.279 -0.469 6.859 0.0890
H 2.380 1.131 6.807 0.0947
H 0.855 1.161 4.882 0.1127
H 0.020 0.101 3.115 0.1386
H 2.883 -0.838 1.496 0.1044
H 2.191 0.573 -3.624 0.0791
H 4.617 0.311 -3.697 0.0807
H 5.852 -0.337 -1.621 0.0975
H 6.036 0.876 0.816 0.0847
H 5.634 0.043 2.351 0.0820
H 4.440 1.104 1.563 0.0892
H -1.831 1.698 0.245 0.0929
H -4.226 1.735 0.854 0.1016
H -5.183 -0.119 2.198 0.0925
H -3.737 -1.936 2.964 0.0911
H -0.806 -4.005 3.166 0.0806
H -2.428 -3.773 2.464 0.0916
H -2.028 -3.062 4.054 0.0919
C 0.840 6.432 -4.993 -0.1481
C 1.231 6.207 -3.680 -0.1166
C 0.989 4.997 -3.066 -0.0290
C 0.346 3.955 -3.749 -0.2139
C -0.007 4.190 -5.087 -0.0640
C 0.225 5.406 -5.695 -0.1337
C 0.034 2.676 -3.155 -0.1268
C 0.075 2.321 -1.864 -0.1477
C 0.280 3.077 -0.684 -0.2807
C -0.723 3.931 -0.163 -0.0855
C -0.613 4.488 1.092 -0.1396
C 0.499 4.241 1.888 -0.1603
C 1.513 3.426 1.386 -0.1303
C 1.410 2.862 0.141 -0.0622
H 1.009 7.395 -5.463 0.0767
H 1.730 6.998 -3.132 0.0887
H 1.305 4.832 -2.048 0.1038
H -0.479 3.391 -5.644 0.0995
H -0.080 5.562 -6.724 0.0841
H -0.275 1.926 -3.876 0.0756
H -1.600 4.138 -0.766 0.1094
H -1.404 5.135 1.463 0.0855
H 0.579 4.672 2.879 0.0666
H 2.398 3.230 1.988 0.0852
H 2.196 2.225 -0.239 0.0937
N -9.673 -1.554 -1.466 0.1004
C -8.533 -1.342 -1.524 -0.2532
C -7.170 -1.094 -1.611 -0.2777
C -6.230 -2.109 -1.322 -0.0505
C -4.890 -1.860 -1.416 -0.0416
C -4.406 -0.596 -1.817 -0.2641
C -5.351 0.410 -2.114 -0.0425
C -6.692 0.177 -2.005 -0.0494
C -3.036 -0.345 -1.921 -0.1586
C -1.842 -0.132 -2.088 -0.0338
H -6.593 -3.086 -1.019 0.1065
H -4.170 -2.637 -1.186 0.1094
H -4.983 1.385 -2.409 0.1148
H -7.410 0.963 -2.210 0.1067
N 0.065 -6.783 -1.743 0.0746
C 0.217 -5.398 -1.682 -0.3465
C -0.527 -4.628 -0.785 -0.0266
C -0.357 -3.254 -0.792 -0.1295
N 0.494 -2.632 -1.585 0.0858
C 1.179 -3.353 -2.452 -0.1323
C 1.075 -4.730 -2.554 -0.0383
H -0.288 -7.201 -0.895 0.0772
H 0.857 -7.272 -2.133 0.0769
H -1.213 -5.105 -0.096 0.0945
H -0.915 -2.614 -0.126 0.0907
H 1.854 -2.796 -3.089 0.1072
H 1.657 -5.285 -3.279 0.0946

No. 4
14
Properties=species:S:1:pos:R:3:lowdin_charge:R:1 method="wB97M-V/def2-TZVPD" lumo_ev="0.10 / -0.30" total_energy_ev=-26955.5965 homo_lumo_gap_ev="7.988 / 7.677" fmax_ha_per_bohr=0.06420
C -0.036 1.692 -1.044 -0.1980
C 1.070 -2.330 0.840 -0.4243
C -0.019 1.482 0.444 -0.1228
O 3.059 1.282 -0.540 -0.6128
S 1.552 -1.293 -0.614 0.4846
S 2.333 0.410 0.367 0.5712
H -0.330 0.758 -1.474 0.0331
H -0.693 2.539 -1.256 0.0849
H 1.044 1.691 -1.252 0.0230
H 1.983 -2.941 0.994 0.0335
H 0.293 -2.998 0.514 0.0160
H 0.663 -1.625 1.596 0.0358
H -0.668 0.723 0.760 0.0288
H 0.208 2.264 1.141 0.0471